Density functional theory data (ωB97M-V with the def2-TZVPD basis set) for one molecule with the formula C5H7P.

Bonds (Å) are listed after each position.
CARTESIAN COORDINATES (ANGSTROEM)
1 C 0.42 0.78 0.89  C2 1.577, H7 1.132, H8 1.084, H9 1.011
2 C -0.53 0.06 -0.15  C1 1.577, C3 1.530, C6 1.504, H10 1.040
3 C -0.01 -1.35 -0.43  C2 1.530, C4 1.512, H11 0.997
4 C 0.45 -1.56 -1.85  C3 1.512, P5 1.771, H12 1.011
5 P -0.10 -0.17 -2.81  C4 1.771, C6 1.652
6 C -0.61 0.71 -1.50  C2 1.504, P5 1.652, H13 1.138
7 H 1.49 0.43 0.98  C1 1.132
8 H 0.03 0.54 1.87  C1 1.084
9 H 0.35 1.75 0.61  C1 1.011
10 H -1.49 -0.10 0.21  C2 1.040
11 H 0.10 -2.08 0.24  C3 0.997
12 H 0.91 -2.41 -2.14  C4 1.011
13 H -1.21 1.68 -1.49  C6 1.138

Results
ΔE to the lowest compared entry with this formula, charge and spin: 1.320 eV
SMILES: C[C@@H]1C=CP=C1
Multiplicity: 1